Entry 1:
Density functional theory data (wB97M-V/def2-TZVPD) for the molecule C8H17NO.

Each line ends with the Löwdin charge.
Positions of all 27 atoms, in Å:
1 C 0.103 0.064 0.065  -0.22
2 C -0.296 -2.143 -1.024  -0.06
3 C 1.291 -0.441 -2.093  -0.03
4 C -2.519 0.041 0.402  -0.05
5 C -1.189 2.265 -0.083  -0.08
6 C 2.335 0.454 2.663  -0.14
7 C 0.754 -1.046 -0.723  -0.32
8 C -1.244 0.797 -0.238  -0.32
9 N 1.845 -0.100 1.424  -0.08
10 O 0.584 0.290 1.235  -0.01
11 H -1.312 -1.799 -1.340  0.08
12 H -0.283 -2.797 -0.157  0.08
13 H 0.165 -2.758 -1.870  0.10
14 H 0.854 -0.913 -3.021  0.09
15 H 2.336 -0.696 -2.050  0.07
16 H 1.155 0.565 -2.167  0.03
17 H -3.496 0.276 -0.108  0.09
18 H -2.675 0.253 1.484  0.08
19 H -2.494 -1.011 0.382  0.03
20 H -1.129 2.684 0.926  0.09
21 H -2.168 2.566 -0.473  0.09
22 H -0.438 2.757 -0.618  0.06
23 H 1.884 1.390 2.757  0.05
24 H 2.317 -0.312 3.551  0.10
25 H 3.391 0.565 2.625  0.05
26 H 1.538 -1.468 -0.231  0.07
27 H -1.307 0.516 -1.319  0.14

HOMO-LUMO gap (alpha / beta): 7.47 / 8.57 eV
E_HOMO (alpha / beta): -0.24617 / -0.27975 Ha
LUMO (alpha / beta): 0.78 / 0.96 eV

---

Entry 2:
Density functional theory data (wB97M-V/def2-TZVPD) for a structure of composition C8H17NO.

Each line ends with the Löwdin charge.
Positions of all 27 atoms, in Å:
1 C 0.444 0.301 1.129  -0.29
2 C -2.504 0.444 1.062  -0.05
3 C 1.816 -0.353 1.124  -0.14
4 C 0.568 1.810 1.114  -0.13
5 C -1.513 -0.542 0.550  -0.36
6 N -1.679 -1.786 0.616  0.10
7 H -0.013 0.018 2.082  0.09
8 H -0.966 -2.366 0.186  0.03
9 H -3.237 0.699 0.292  0.09
10 H -3.042 0.003 1.902  0.09
11 H -2.059 1.381 1.386  0.05
12 H 2.404 -0.028 1.993  0.08
13 H 1.050 2.165 0.198  0.06
14 H 2.411 -0.026 0.266  0.07
15 H 1.756 -1.444 1.158  0.06
16 H -0.388 2.335 1.197  0.05
17 H 1.147 2.177 1.972  0.08
18 C 0.802 -1.552 -1.591  -0.05
19 C 0.306 -0.141 -1.449  -0.38
20 C 0.756 0.848 -2.250  0.09
21 O -1.130 -0.046 -1.172  -0.06
22 H -1.656 -0.664 -1.730  0.15
23 H 1.836 -1.549 -1.935  0.09
24 H 0.770 -2.105 -0.654  0.05
25 H 0.201 -2.105 -2.322  0.09
26 H 0.235 1.792 -2.333  0.07
27 H 1.684 0.732 -2.793  0.07

HOMO-LUMO gap: 7.65 eV
E_HOMO: -0.26258 Ha
LUMO: 0.51 eV